C41H60BaN4O7P2S as an isolated structure in a non-equilibrium geometry. Source: the OMol25 dataset; level of theory: the ωB97M-V functional and the def2-TZVPD basis.

Element x y z (Å)
Ba: 0.837 0.269 -0.281
C: 1.247 0.802 5.042
C: 1.701 0.495 3.616
C: 2.110 1.796 2.922
P: 0.492 -0.376 2.500
C: 0.493 -2.192 2.900
C: -0.492 -2.876 1.953
C: 0.256 -2.630 4.343
C: -1.173 0.258 2.841
C: -1.711 0.094 4.124
C: -2.990 0.485 4.476
C: -3.510 0.272 5.874
C: -3.766 1.067 3.474
C: -3.276 1.240 2.200
C: -1.963 0.855 1.820
N: -1.504 1.042 0.553
C: -2.330 1.685 -0.382
C: -3.166 0.938 -1.226
C: -3.303 -0.543 -1.007
C: -3.892 1.581 -2.223
C: -3.802 2.952 -2.422
C: -4.599 3.644 -3.497
C: -2.997 3.687 -1.559
C: -2.287 3.083 -0.529
C: -1.539 3.912 0.479
H: 2.068 1.288 5.576
H: 0.995 -0.103 5.591
H: 0.390 1.476 5.051
H: 2.547 -0.191 3.652
H: 1.243 2.449 2.773
H: 2.573 1.605 1.949
H: 2.841 2.332 3.530
H: 1.518 -2.475 2.664
H: -1.510 -2.528 2.153
H: -0.463 -3.958 2.103
H: -0.256 -2.677 0.903
H: -0.740 -2.363 4.698
H: 1.023 -2.217 4.995
H: 0.350 -3.718 4.392
H: -1.093 -0.355 4.886
H: -2.876 -0.432 6.413
H: -4.526 -0.126 5.864
H: -3.528 1.206 6.442
H: -4.777 1.390 3.700
H: -3.914 1.684 1.444
H: -3.814 -0.736 -0.059
H: -2.327 -1.025 -0.944
H: -3.874 -1.009 -1.811
H: -4.551 0.998 -2.860
H: -5.043 2.923 -4.183
H: -3.975 4.327 -4.075
H: -5.406 4.230 -3.055
H: -2.942 4.766 -1.673
H: -2.136 4.000 1.390
H: -1.343 4.915 0.099
H: -0.600 3.437 0.770
N: -4.940 -7.687 -2.481
C: -4.257 -6.790 -2.262
C: -3.402 -5.676 -1.979
C: -3.571 -4.939 -0.810
C: -2.707 -3.882 -0.574
N: -1.720 -3.542 -1.398
C: -1.568 -4.257 -2.509
C: -2.379 -5.324 -2.855
H: -4.348 -5.193 -0.104
H: -2.810 -3.280 0.321
H: -0.753 -3.958 -3.160
H: -2.224 -5.869 -3.775
C: 2.281 1.780 -4.823
C: 0.782 1.906 -4.638
O: 0.285 0.684 -4.128
C: -1.121 0.539 -4.278
C: -1.485 -0.913 -4.040
H: 2.692 2.717 -5.200
H: 2.497 0.987 -5.538
H: 2.762 1.534 -3.875
H: 0.312 2.120 -5.606
H: 0.534 2.732 -3.958
H: -1.410 0.842 -5.291
H: -1.645 1.185 -3.565
H: -1.004 -1.547 -4.786
H: -2.566 -1.035 -4.112
H: -1.159 -1.224 -3.046
N: 1.914 -2.436 -2.394
C: 2.674 -2.667 -1.222
C: 3.734 -1.816 -0.909
C: 4.413 -1.962 0.294
C: 4.070 -2.977 1.168
C: 3.030 -3.838 0.855
C: 2.331 -3.688 -0.336
S: 4.874 -3.042 2.782
O: 4.982 -4.445 3.115
O: 6.117 -2.316 2.607
O: 3.898 -2.318 3.606
H: 1.406 -3.256 -2.691
H: 2.452 -2.047 -3.155
H: 4.040 -1.066 -1.634
H: 5.258 -1.339 0.557
H: 2.802 -4.646 1.540
H: 1.539 -4.379 -0.606
C: 4.727 4.178 -2.710
O: 4.008 3.989 -1.496
P: 2.780 2.923 -1.336
O: 3.526 1.574 -0.813
C: 4.700 1.627 0.034
O: 2.287 3.472 0.115
C: 1.818 4.820 0.229
H: 5.395 5.020 -2.545
H: 4.056 4.409 -3.540
H: 5.323 3.299 -2.965
H: 5.558 1.283 -0.540
H: 4.553 0.965 0.884
H: 4.879 2.639 0.387
H: 1.027 5.024 -0.496
H: 2.638 5.521 0.077
H: 1.424 4.935 1.235

## Properties
HOMO-LUMO gap: 6.40 eV
DFT total energy: -93892.402 eV
strongest force on any atom: 1.988 eV/Å
LUMO: -0.61 eV

***

C41H60FGeN8O6V as an isolated structure in a non-equilibrium geometry. Source: the OMol25 dataset; level of theory: the ωB97M-V functional and the def2-TZVPD basis.

Element x y z (Å)
V: -0.798 -0.944 1.261
F: 3.717 2.873 -1.815
C: 3.151 3.164 -0.617
C: 2.402 2.208 -0.023
C: 1.835 2.453 1.212
C: 0.947 1.465 1.821
O: 0.873 0.331 1.293
C: 0.266 1.860 2.997
C: 0.577 3.056 3.570
N: 1.456 3.950 3.091
C: 1.861 5.074 3.882
C: 0.778 5.829 4.626
C: 1.436 6.484 3.496
C: 2.069 3.675 1.857
C: 2.893 4.617 1.273
C: 3.415 4.400 0.007
N: 4.215 5.373 -0.602
C: 5.209 6.048 0.158
C: 4.902 7.542 0.078
N: 4.282 7.839 -1.282
C: 4.826 6.921 -2.332
C: 4.370 5.494 -2.030
C: -0.781 0.991 3.689
O: -1.217 1.449 4.727
O: -1.113 -0.111 3.108
H: 2.286 1.231 -0.452
H: 0.113 3.314 4.524
H: 2.840 4.894 4.337
H: 1.025 6.153 5.632
H: -0.256 5.539 4.455
H: 2.168 7.268 3.659
H: 0.836 6.583 2.613
H: 3.030 5.562 1.807
H: 6.216 5.858 -0.207
H: 5.170 5.750 1.204
H: 5.821 8.160 0.151
H: 4.159 7.892 0.813
H: 4.387 8.821 -1.537
H: 3.270 7.685 -1.193
H: 5.910 7.013 -2.330
H: 4.469 7.277 -3.297
H: 5.073 4.797 -2.466
H: 3.403 5.280 -2.448
N: 2.054 -3.036 -0.642
C: 1.248 -2.476 0.260
O: 0.100 -2.112 -0.095
C: 1.724 -2.329 1.657
C: 0.451 -2.193 2.427
H: 1.631 -3.283 -1.521
H: 2.916 -3.448 -0.316
H: 2.318 -1.414 1.705
H: 2.387 -3.153 1.882
H: 0.550 -1.822 3.443
H: -0.138 -3.087 2.445
C: 0.758 0.144 -1.898
C: -0.406 0.880 -1.319
C: -0.883 2.107 -1.730
C: -2.052 2.366 -0.964
C: -2.238 1.320 -0.105
C: -3.332 1.155 0.914
N: -1.204 0.400 -0.304
H: 1.320 0.810 -2.582
H: 0.441 -0.687 -2.506
H: 1.413 -0.287 -1.128
H: -0.429 2.753 -2.489
H: -2.662 3.254 -1.028
H: -3.870 2.108 1.019
H: -2.950 0.861 1.912
H: -4.049 0.419 0.572
O: -1.016 -4.836 0.215
N: -1.557 -5.694 1.049
C: -0.810 -6.100 2.011
C: 0.563 -5.700 2.213
N: 1.667 -5.534 2.529
C: -1.413 -7.086 2.898
N: -1.832 -7.939 3.538
C: -2.081 -0.852 -4.755
C: -2.487 -2.122 -4.020
C: -2.438 -1.915 -2.513
C: -2.983 -3.079 -1.645
Ge: -1.880 -4.701 -1.466
C: -0.285 -4.891 -2.590
C: -0.428 -5.985 -3.655
C: -1.694 -5.816 -4.508
C: -2.035 -7.086 -5.298
H: -2.052 -0.992 -5.832
H: -1.084 -0.543 -4.448
H: -2.774 -0.060 -4.509
H: -1.814 -2.942 -4.318
H: -3.524 -2.359 -4.301
H: -2.988 -1.000 -2.246
H: -1.409 -1.708 -2.223
H: -3.952 -3.358 -1.987
H: -3.051 -2.677 -0.633
H: -2.698 -5.992 -1.414
H: 0.557 -5.155 -1.972
H: -0.082 -3.909 -3.082
H: -0.426 -6.943 -3.157
H: 0.472 -5.946 -4.260
H: -1.489 -4.993 -5.194
H: -2.523 -5.587 -3.874
H: -1.241 -7.345 -5.994
H: -2.969 -6.998 -5.879
H: -2.160 -7.942 -4.641
C: -4.271 -1.213 3.019
C: -3.366 -2.321 2.487
C: -2.636 -3.005 3.640
C: -4.185 -3.329 1.647
O: -2.313 -1.795 1.517
H: -5.055 -1.585 3.678
H: -4.749 -0.754 2.162
H: -3.663 -0.463 3.551
H: -3.295 -3.392 4.428
H: -1.978 -2.228 4.057
H: -2.041 -3.818 3.224
H: -4.897 -3.917 2.222
H: -3.482 -3.987 1.138
H: -4.741 -2.776 0.875

## Properties
HOMO-LUMO gap (alpha / beta): 5.07 / 5.07 eV
total charge: +1
DFT total energy: -152610.011 eV
strongest force on any atom: 2.645 eV/Å
LUMO (alpha / beta): -3.39 / -3.39 eV
multiplicity: 2

***

- The highest strongest force on any atom belongs to which entry?
  C41H60FGeN8O6V